Computed, not measured: a 10-piece molecular cluster, C71H144N7O12 overall in a non-equilibrium geometry, with wB97M-V/def2-TZVPD.

The HOMO-LUMO gap comes out at 5.18 eV. Its HOMO energy is -0.4396 Eh. As for the total charge: +3.

Each line ends with the Löwdin charge.
Positions of all 234 atoms, in Å:
1 C -7.114 25.942 10.792  -0.0717
2 C -7.669 25.346 12.081  -0.2031
3 C -8.155 26.411 13.080  -0.0897
4 N -8.991 25.967 14.316  -0.2546
5 C -10.305 25.283 13.897  -0.0782
6 C -11.344 26.234 13.319  -0.1620
7 C -11.643 27.461 14.148  -0.1770
8 C -10.359 28.080 14.553  -0.1894
9 C -9.354 27.164 15.175  -0.1065
10 C -8.150 25.080 15.103  -0.0109
11 H -6.179 26.467 10.918  0.0763
12 H -7.797 26.609 10.218  0.0719
13 H -6.948 25.122 10.138  0.0612
14 H -6.935 24.794 12.617  0.0898
15 H -8.595 24.760 11.762  0.1089
16 H -8.730 27.127 12.539  0.1002
17 H -7.355 26.956 13.470  0.1172
18 H -10.032 24.523 13.205  0.0924
19 H -10.658 24.806 14.847  0.1480
20 H -11.030 26.501 12.264  0.1146
21 H -12.167 25.612 13.099  0.0917
22 H -12.205 28.060 13.556  0.0588
23 H -12.162 27.079 15.052  0.1359
24 H -9.921 28.531 13.619  0.1181
25 H -10.492 29.016 15.164  0.1503
26 H -8.420 27.628 15.438  0.1305
27 H -9.900 26.730 16.075  0.1623
28 H -7.742 24.259 14.458  0.1273
29 H -8.712 24.698 15.915  0.0942
30 H -7.348 25.643 15.547  0.1105
31 C -12.537 15.501 0.038  -0.0656
32 C -12.545 16.860 0.801  -0.2122
33 C -13.730 17.705 0.384  -0.1112
34 N -13.725 19.203 0.708  -0.3227
35 C -15.008 19.816 0.331  -0.1170
36 C -15.246 21.289 0.661  -0.1607
37 C -14.996 21.518 2.106  -0.2244
38 C -13.747 20.850 2.684  -0.1303
39 C -13.582 19.335 2.185  -0.0885
40 C -12.608 19.773 0.034  -0.0160
41 H -12.485 15.592 -1.013  0.0611
42 H -13.402 14.879 0.285  0.0786
43 H -11.726 14.842 0.454  0.0996
44 H -11.574 17.341 0.739  0.1126
45 H -12.746 16.644 1.787  0.0681
46 H -14.641 17.338 0.818  0.1331
47 H -13.775 17.722 -0.746  0.1530
48 H -15.755 19.149 0.863  0.1663
49 H -15.084 19.726 -0.748  0.1372
50 H -16.243 21.592 0.331  0.1299
51 H -14.449 21.923 0.136  0.1380
52 H -15.853 21.116 2.694  0.1159
53 H -14.909 22.560 2.344  0.1114
54 H -13.779 20.806 3.810  0.1073
55 H -12.929 21.546 2.386  0.1159
56 H -14.405 18.804 2.635  0.0936
57 H -12.541 19.011 2.471  0.1528
58 H -11.682 19.367 0.353  0.0926
59 H -12.546 20.896 0.105  0.1310
60 H -12.720 19.514 -1.031  0.1279
61 C -23.866 30.414 13.070  -0.0687
62 C -24.112 28.897 13.450  -0.2414
63 C -23.861 28.133 12.248  -0.1585
64 N -23.689 26.607 12.521  -0.2479
65 C -24.781 26.093 13.378  -0.1171
66 C -26.199 26.163 12.748  -0.1361
67 C -26.240 25.377 11.470  -0.1624
68 C -25.110 25.866 10.501  -0.1471
69 C -23.754 25.863 11.185  -0.1091
70 C -22.333 26.417 13.157  0.0161
71 H -22.795 30.603 13.242  0.0815
72 H -24.323 30.976 13.875  0.0743
73 H -24.146 30.694 12.054  0.0834
74 H -25.259 28.852 13.734  0.1545
75 H -23.439 28.668 14.315  0.1228
76 H -22.942 28.456 11.761  0.1428
77 H -24.639 28.197 11.510  0.1183
78 H -24.726 26.694 14.266  0.1180
79 H -24.538 25.158 13.700  0.1068
80 H -26.412 27.225 12.601  0.1145
81 H -26.909 25.825 13.473  0.1218
82 H -27.262 25.489 11.131  0.1157
83 H -26.147 24.293 11.530  0.1226
84 H -25.229 26.896 10.094  0.1227
85 H -25.107 25.263 9.656  0.0880
86 H -22.956 26.276 10.541  0.1065
87 H -23.419 24.793 11.504  0.1723
88 H -22.226 27.067 14.083  0.1192
89 H -21.565 26.836 12.510  0.0845
90 H -22.127 25.377 13.452  0.1181
91 C -9.045 31.112 10.729  -0.0260
92 C -10.470 31.402 10.386  -0.3512
93 C -10.670 31.891 8.934  -0.1384
94 C -10.226 30.888 7.963  -0.1876
95 C -11.143 29.679 7.984  -0.1260
96 C -11.116 28.985 9.324  -0.4140
97 N -11.434 30.073 10.530  -0.2672
98 O -11.193 29.512 11.641  -0.1209
99 C -9.883 28.284 9.706  -0.0438
100 C -12.237 28.023 9.382  -0.0398
101 C -11.118 32.445 11.398  -0.0042
102 H -8.781 30.078 11.039  0.0803
103 H -8.780 31.656 11.622  0.0820
104 H -8.345 31.361 9.917  0.1031
105 H -10.002 32.725 8.896  0.1207
106 H -11.687 32.245 8.772  0.1297
107 H -9.223 30.563 7.949  0.1062
108 H -10.427 31.148 6.952  0.1100
109 H -10.854 28.920 7.234  0.1401
110 H -12.148 30.007 7.723  0.1256
111 H -9.803 27.357 9.112  0.1123
112 H -10.034 27.899 10.711  0.0691
113 H -8.956 28.819 9.721  0.0671
114 H -13.175 28.522 9.382  0.0761
115 H -12.162 27.398 10.263  0.0756
116 H -12.098 27.277 8.607  0.0990
117 H -12.106 32.785 11.224  0.0565
118 H -10.428 33.297 11.402  0.0891
119 H -10.978 32.021 12.435  0.1024
120 C -20.738 26.750 3.984  0.0399
121 C -20.351 26.789 5.513  -0.4139
122 C -21.572 26.999 6.492  -0.1018
123 C -22.636 25.888 6.464  -0.1655
124 C -21.929 24.707 7.042  -0.1630
125 C -20.809 24.114 6.107  -0.3154
126 N -19.855 25.364 5.797  0.0017
127 O -18.735 25.089 5.576  0.1978
128 C -21.335 23.423 4.790  0.0145
129 C -19.920 23.111 7.024  -0.0095
130 C -19.216 27.625 5.902  -0.0248
131 H -20.802 27.796 3.737  0.0990
132 H -21.645 26.238 3.656  0.0917
133 H -19.908 26.293 3.527  0.0717
134 H -22.026 27.915 6.106  0.1288
135 H -21.252 27.249 7.517  0.1161
136 H -23.128 25.672 5.465  0.1307
137 H -23.471 26.237 7.105  0.1203
138 H -22.629 23.880 7.252  0.1345
139 H -21.424 24.905 7.977  0.0914
140 H -21.334 22.357 4.974  0.0847
141 H -20.744 23.789 3.918  0.0973
142 H -22.382 23.629 4.618  0.0756
143 H -19.205 22.508 6.457  0.0673
144 H -20.692 22.392 7.336  0.0931
145 H -19.515 23.677 7.922  0.0714
146 H -19.230 27.520 6.975  0.0620
147 H -19.358 28.686 5.703  0.1151
148 H -18.245 27.310 5.476  0.1116
149 C -14.822 18.661 8.296  0.0125
150 C -13.515 17.865 8.145  -0.3912
151 C -13.263 16.732 9.182  -0.1172
152 C -14.051 15.436 9.023  -0.1377
153 C -13.855 14.938 7.549  -0.1103
154 C -14.449 15.883 6.481  -0.3906
155 N -13.608 17.172 6.752  0.0076
156 O -12.992 17.558 5.838  0.2187
157 C -15.924 16.267 6.575  -0.0006
158 C -14.054 15.369 5.084  -0.0160
159 C -12.275 18.785 8.124  -0.0101
160 H -14.469 19.400 9.029  0.0976
161 H -15.697 18.076 8.529  0.0806
162 H -15.006 19.156 7.329  0.0850
163 H -13.587 17.117 10.123  0.1231
164 H -12.209 16.558 9.261  0.1179
165 H -15.173 15.612 9.083  0.1244
166 H -13.861 14.732 9.820  0.1199
167 H -14.225 13.909 7.433  0.1418
168 H -12.777 14.910 7.440  0.1212
169 H -16.465 16.083 5.670  0.0878
170 H -16.161 17.260 6.975  0.0583
171 H -16.444 15.545 7.233  0.1068
172 H -13.029 14.958 5.000  0.1067
173 H -14.195 16.102 4.319  0.0647
174 H -14.773 14.553 4.834  0.1197
175 H -11.458 18.041 7.866  0.1111
176 H -12.012 19.171 9.032  0.0589
177 H -12.206 19.631 7.326  0.1366
178 C -14.339 22.396 8.542  -0.0234
179 C -15.105 23.614 8.160  -0.3703
180 C -16.678 23.625 8.321  -0.1204
181 C -17.156 23.293 9.676  -0.1860
182 C -16.913 24.465 10.623  -0.0786
183 C -15.399 24.810 10.665  -0.4514
184 N -14.865 24.743 9.236  0.0376
185 O -14.439 25.791 8.834  0.1481
186 C -14.625 23.959 11.527  -0.0313
187 C -15.111 26.253 11.089  -0.0134
188 C -14.719 24.198 6.816  -0.0028
189 H -13.260 22.542 8.853  0.1135
190 H -14.253 21.709 7.740  0.0610
191 H -14.804 21.747 9.227  0.0450
192 H -17.142 23.071 7.441  0.1415
193 H -16.927 24.656 8.224  0.0989
194 H -16.805 22.316 10.047  0.1237
195 H -18.215 23.196 9.618  0.0957
196 H -17.246 24.186 11.670  0.1520
197 H -17.559 25.341 10.325  0.1147
198 H -15.066 23.939 12.490  0.0903
199 H -13.643 24.318 11.686  0.0665
200 H -14.577 22.831 11.257  0.1329
201 H -14.031 26.446 10.989  0.0806
202 H -15.370 26.330 12.125  0.0974
203 H -15.649 27.077 10.530  0.1081
204 H -15.082 23.410 6.123  0.0987
205 H -13.614 24.192 6.661  0.1146
206 H -15.082 25.180 6.634  0.0765
207 C -18.920 27.813 9.882  -0.0437
208 C -19.705 26.549 9.579  -0.7192
209 O -19.197 25.870 8.578  -0.1238
210 O -20.729 26.337 10.251  -0.0470
211 H -17.911 27.882 9.500  0.0461
212 H -18.803 27.906 10.995  0.0822
213 H -19.540 28.745 9.550  0.1117
214 C -17.510 19.655 5.391  -0.0210
215 C -16.046 19.749 5.040  -0.8008
216 O -15.429 20.801 5.269  -0.0633
217 O -15.545 18.746 4.455  -0.0889
218 H -17.702 18.608 5.532  0.0504
219 H -18.010 20.050 4.477  0.0931
220 H -17.844 20.193 6.284  0.0632
221 C -15.068 31.012 10.620  0.0312
222 C -13.852 30.193 11.115  -0.3756
223 O -12.707 30.546 10.215  -0.0520
224 O -13.745 29.260 11.840  0.1298
225 H -14.807 32.102 10.355  0.1187
226 H -15.751 30.955 11.468  0.0780
227 H -15.570 30.418 9.815  0.0959
228 C -10.180 23.546 8.852  -0.0162
229 C -11.063 24.255 9.867  -0.7722
230 O -12.185 24.548 9.391  -0.0697
231 O -10.644 24.512 10.964  -0.0021
232 H -9.131 23.582 9.130  0.0586
233 H -10.373 24.066 7.926  0.0659
234 H -10.408 22.479 8.700  0.0651